No. 1
This record from the Open Molecules 2025 dataset describes a cluster of 2 separate species, CHF3O2P in total at a distorted geometry. The level of theory is wB97M-V/def2-TZVPD.

```
! RIJCOSX wB97M-V def2-TZVPD def2/J DEFGRID3
* xyz -1 1
C -0.20357 -0.77904 -0.44015
O -1.22053 1.63416 0.38957
O 0.37595 0.45280 2.04928
F 0.76435 -1.68775 -0.29397
F -1.36165 -1.39316 -0.04019
F 2.07559 1.56446 -0.86899
P -0.12294 0.71848 0.70188
H -0.30719 -0.50994 -1.49743
*
```

Output
Calculated total energy = -22591.4266 eV
Kohn-Sham gap = 9.11 eV
Energy above the lowest of the compared OMol25 structures with the same formula, charge and spin = 65.9 kcal/mol

No. 2
This record from the Open Molecules 2025 dataset describes a structure of composition C41H59BrN6O2SSi2Ti at a distorted geometry. The level of theory is wB97M-V/def2-TZVPD.

```
! RIJCOSX wB97M-V def2-TZVPD def2/J DEFGRID3
* xyz 0 1
Ti 0.50587 0.19427 -0.13833
O -1.97312 -2.25353 1.59151
C -3.19987 -1.73419 1.32874
C -4.27175 -2.61727 1.39566
C -5.55778 -2.18655 1.12008
C -5.79379 -0.86488 0.76925
C -4.72386 0.01214 0.70674
C -3.42677 -0.39674 0.99657
C -2.33211 0.63815 0.92680
O -1.16926 0.19724 0.32196
N -2.03289 1.06203 2.29659
N -0.93187 1.85167 2.43935
C -0.98283 2.79961 3.28016
C 0.17182 3.63067 3.61787
Br 1.88654 2.87063 3.33906
C 0.08323 4.83860 4.17415
C -1.18271 5.57584 4.36599
C -1.43957 6.20661 5.58399
C -2.61073 6.92136 5.77500
C -3.53204 7.03922 4.74239
C -3.28174 6.42478 3.52430
C -2.11676 5.69441 3.33773
H -1.27192 -1.66656 1.26226
H -4.06172 -3.64945 1.64296
H -6.37624 -2.89367 1.16026
H -6.79374 -0.52647 0.53468
H -4.89348 1.04614 0.42573
H -2.71267 1.48433 0.34158
H -2.87535 1.40810 2.75592
H -1.90428 3.03332 3.82369
H 0.98953 5.32876 4.50878
H -0.71950 6.11939 6.38875
H -2.80491 7.38934 6.73132
H -4.43486 7.61872 4.88361
H -3.99100 6.52022 2.71235
H -1.91421 5.23143 2.37956
C 4.72254 0.61112 1.13329
C 3.24234 0.42060 1.14181
N 2.47168 0.81580 0.19910
N 3.01508 1.57738 -0.82185
C 2.18667 2.53141 -1.16404
N 2.64477 3.46804 -2.02431
S 0.58440 2.71718 -0.51551
C 2.56253 -0.13841 2.32868
C 3.27607 -0.57377 3.43204
C 2.57902 -0.98723 4.55994
C 1.19984 -0.93538 4.54671
C 0.56442 -0.48357 3.39589
N 1.22207 -0.10482 2.31274
H 5.03116 1.01974 0.17746
H 5.21419 -0.35077 1.29176
H 5.02795 1.29166 1.93049
H 3.52054 3.29290 -2.48852
H 1.97171 4.05757 -2.48087
H 4.35629 -0.58269 3.41925
H 3.11240 -1.33181 5.43618
H 0.61526 -1.22907 5.40691
H -0.51659 -0.41998 3.35299
C 2.18717 -5.68512 -0.17428
Si 2.62799 -4.29159 0.98799
C 4.47614 -3.99638 0.89762
C 2.19649 -4.76538 2.74553
C 1.74230 -2.76536 0.52158
C 1.15024 -1.75576 0.17481
H 2.59239 -6.62798 0.20103
H 2.60100 -5.51007 -1.16916
H 1.10645 -5.79667 -0.27979
H 5.01012 -4.94259 1.01451
H 4.81274 -3.32314 1.69024
H 4.76739 -3.56207 -0.06117
H 2.68781 -5.70229 3.01893
H 1.11990 -4.89725 2.87197
H 2.52149 -3.99370 3.44740
C -0.45829 2.33785 -3.76761
C 0.17599 0.99759 -4.17314
C -0.42065 0.67932 -5.55350
C 1.68085 1.25693 -4.36406
Si -0.03253 -0.43869 -2.81600
C -1.88313 -1.10220 -2.87503
C -2.29279 -1.84936 -4.15276
C -2.82091 0.10450 -2.71695
C -2.17009 -2.06511 -1.70468
C 1.16909 -1.91715 -3.36033
C 2.60515 -1.62924 -2.88697
C 1.23295 -2.20667 -4.86874
C 0.72170 -3.24165 -2.72265
H -0.16501 3.10396 -4.49753
H -0.15130 2.67066 -2.78158
H -1.54627 2.29608 -3.76962
H -0.07819 1.44544 -6.26072
H -1.50922 0.72710 -5.53916
H -0.12527 -0.28638 -5.94901
H 1.82390 2.19538 -4.91434
H 2.15681 0.47065 -4.94502
H 2.21466 1.33439 -3.41738
H -2.12012 -1.27884 -5.05975
H -3.36661 -2.06927 -4.10155
H -1.77519 -2.80269 -4.24925
H -2.82397 0.72862 -3.60931
H -2.53625 0.73527 -1.87045
H -3.84839 -0.24113 -2.55176
H -1.77135 -3.05874 -1.89015
H -3.25407 -2.16736 -1.56774
H -1.74955 -1.72013 -0.76373
H 3.04508 -0.77468 -3.39833
H 3.24014 -2.50034 -3.09596
H 2.65215 -1.43938 -1.81515
H 1.70063 -1.40736 -5.43891
H 0.24828 -2.39692 -5.29421
H 1.83669 -3.10885 -5.02661
H 0.54178 -3.16547 -1.65611
H 1.50625 -3.99332 -2.87788
H -0.18052 -3.62099 -3.20075
*
```

Output
Calculated total energy = -176258.6648 eV
Kohn-Sham gap = 6.86 eV
Energy above the lowest of the compared OMol25 structures with the same formula, charge and spin = 0.0 kcal/mol

No. 3
This record from the Open Molecules 2025 dataset describes a cluster of 2 separate species, C2H8S3 in total at a distorted geometry. The level of theory is wB97M-V/def2-TZVPD.

```
! RIJCOSX wB97M-V def2-TZVPD def2/J DEFGRID3
* xyz 1 2
S -2.86798 -1.65276 -4.08080
S -2.57974 0.34497 -4.38528
H -1.74630 -2.19771 -4.70981
H -3.77207 0.43650 -5.12734
C 1.34741 0.73996 2.94652
C 1.26263 0.59506 1.41029
S 0.27571 -0.79158 0.73797
H 0.44869 1.28132 3.31859
H 1.44176 -0.23668 3.38963
H 2.22127 1.39998 3.11277
H 2.21793 0.35536 0.93773
H 0.94409 1.54977 0.99764
H 0.80660 -1.82420 1.45208
*
```

Output
Calculated total energy = -34699.5454 eV
Kohn-Sham gap (alpha / beta) = 5.44 / 1.64 eV
Energy above the lowest of the compared OMol25 structures with the same formula, charge and spin = 24.3 kcal/mol
Expectation value of S² = 0.755

No. 4
This record from the Open Molecules 2025 dataset describes a cluster of 2 separate species, C5H10O3S in total at a distorted geometry. The level of theory is wB97M-V/def2-TZVPD.

```
! RIJCOSX wB97M-V def2-TZVPD def2/J DEFGRID3
* xyz 0 1
C -2.46162 0.13360 -0.11210
C -2.64494 0.29954 1.28728
C 2.40358 -0.79729 -0.84378
C 1.11398 1.26464 -0.09133
C 1.10214 -0.05293 -0.88707
O -2.80804 0.49641 -1.16149
O -0.14390 -2.40073 -0.50664
O -0.07360 -0.77092 1.40985
S -0.25095 -0.99725 -0.02940
H -3.24852 1.16816 1.64711
H -3.29881 -0.42749 1.72076
H -1.67340 -0.09244 1.66967
H 2.22558 -1.64129 -1.36055
H 3.15560 -0.25653 -1.40866
H 2.81671 -0.77138 0.22748
H 0.38495 2.00264 -0.51519
H 2.09935 1.64057 -0.04839
H 0.59345 1.08959 0.91515
H 0.70842 0.11311 -1.91271
*
```

Output
Calculated total energy = -22321.5088 eV
Kohn-Sham gap (alpha / beta) = 8.21 / 8.20 eV
Energy above the lowest of the compared OMol25 structures with the same formula, charge and spin = 77.2 kcal/mol

No. 5
This record from the Open Molecules 2025 dataset describes an isolated molecule of C15H12BF3N2O3 at a distorted geometry. The level of theory is wB97M-V/def2-TZVPD.

```
! RIJCOSX wB97M-V def2-TZVPD def2/J DEFGRID3
* xyz 0 1
O -0.61926 -0.65409 0.09617
C -0.50521 0.54151 0.02770
N -1.28860 1.21545 -0.90601
C -2.14078 0.54928 -1.85571
C -2.57847 -0.75223 -1.67356
C -3.57799 -1.29432 -2.46222
C -4.13224 -0.55233 -3.50725
C -5.09830 -1.20329 -4.53122
F -5.04924 -2.55281 -4.52489
F -4.83646 -0.77669 -5.78377
F -6.34671 -0.78579 -4.21563
C -3.62570 0.72545 -3.76927
C -2.65510 1.25908 -2.93800
N 0.40929 1.22348 0.79875
C 1.43470 0.58972 1.50964
C 1.44893 -0.82310 1.68331
C 2.36910 -1.49439 2.47926
C 3.38510 -0.72336 2.99886
C 3.41009 0.65036 2.77176
C 2.44550 1.33367 2.08921
B 4.72119 0.96226 3.51912
O 5.11127 2.30219 3.64808
O 5.45918 -0.11164 3.99091
C 4.55998 -1.20307 3.77574
H -1.10921 2.20621 -1.00213
H -2.14377 -1.29634 -0.85093
H -3.84158 -2.34084 -2.34834
H -4.06898 1.28077 -4.59842
H -2.28387 2.23135 -3.13165
H 0.43758 2.22620 0.68258
H 0.63039 -1.37055 1.24590
H 2.32085 -2.55923 2.55778
H 2.46026 2.39077 1.97794
H 5.89378 2.34696 4.26338
H 4.24986 -1.60119 4.75584
H 5.15445 -1.93948 3.22709
*
```

Output
Calculated total energy = -33704.7920 eV
SMILES = O=C(Nc1ccc(C(F)(F)F)cc1)Nc1ccc2c(c1)B(O)OC2
Kohn-Sham gap = 8.85 eV
Energy above the lowest of the compared OMol25 structures with the same formula, charge and spin = 1.8 kcal/mol

No. 6
This record from the Open Molecules 2025 dataset describes a structure of composition C48H46IrN3O3P2. The level of theory is wB97M-V/def2-TZVPD.

```
! RIJCOSX wB97M-V def2-TZVPD def2/J DEFGRID3
* xyz 2 1
Ir 0.00756 0.76397 0.47948
O 2.66647 2.82733 -0.31138
C 2.90617 2.65738 -1.66310
C 4.12475 2.90354 -2.26284
C 4.22584 2.73958 -3.63771
C 3.12818 2.35262 -4.39371
C 1.90721 2.12144 -3.78011
C 1.79226 2.26438 -2.39893
P 0.27636 1.97487 -1.47721
C -1.01699 1.60652 -2.66721
C -2.14206 2.40575 -2.85094
C -3.14904 1.99118 -3.70870
C -3.04153 0.77983 -4.37705
C -1.92304 -0.02231 -4.19478
C -0.91176 0.38775 -3.34265
C -0.11289 3.42434 -0.45098
C -0.66709 4.65620 -0.74067
C -1.01558 5.50821 0.30735
C -0.83181 5.12690 1.62846
C -0.26646 3.89111 1.93478
C 0.09114 3.05869 0.89043
C 3.58537 2.34466 0.60111
C 4.58801 3.18119 1.05405
C 5.49997 2.70732 1.98488
C 5.39767 1.40680 2.45440
C 4.37016 0.58624 2.01816
C 3.42643 1.04620 1.09314
P 2.12859 -0.07401 0.47739
C 2.71032 -0.69090 -1.11785
C 1.89603 -1.51624 -1.89934
C 2.38225 -2.03910 -3.08662
C 3.67547 -1.74996 -3.50328
C 4.49046 -0.94518 -2.72221
C 4.01561 -0.42172 -1.52888
C 2.16026 -1.45525 1.63279
C 2.01117 -1.19778 2.99946
C 2.06943 -2.23507 3.91049
C 2.25697 -3.54039 3.46369
C 2.39681 -3.80076 2.11052
C 2.35716 -2.75942 1.19104
H 4.97743 3.21593 -1.67596
H 5.17318 2.92994 -4.12408
H 3.22025 2.24004 -5.46471
H 1.04947 1.83195 -4.37162
H -2.25515 3.33825 -2.31660
H -4.02143 2.61448 -3.85082
H -3.83268 0.45850 -5.04114
H -1.84221 -0.97094 -4.70772
H -0.04467 -0.24514 -3.19603
H -0.81964 4.96705 -1.76598
H -1.43382 6.48066 0.08542
H -1.10698 5.80223 2.42706
H -0.07996 3.61066 2.96329
H 0.84384 2.22831 1.18731
H 4.64206 4.19192 0.67169
H 6.29098 3.35415 2.33885
H 6.11586 1.02635 3.16710
H 4.31115 -0.42391 2.39599
H 0.89463 -1.76205 -1.57147
H 1.75075 -2.68579 -3.68170
H 4.05059 -2.16219 -4.43046
H 5.50227 -0.72605 -3.03578
H 4.66904 0.19443 -0.92677
H 1.86787 -0.18320 3.35103
H 1.97105 -2.03221 4.96840
H 2.30242 -4.35242 4.17683
H 2.55128 -4.81338 1.76416
H 2.49081 -2.97053 0.13950
O -1.98220 -2.30654 -1.28776
C -1.78880 -1.22254 -0.78891
O -0.58650 -0.95223 -0.30421
C -2.90716 -0.21603 -0.70097
C -4.09133 -0.55217 -1.35452
C -5.19524 0.28398 -1.30515
C -5.14057 1.47341 -0.59191
C -3.96928 1.82726 0.06259
C -2.87245 0.98276 -0.00405
H -4.12291 -1.48619 -1.89876
H -6.10323 0.00446 -1.82203
H -6.00440 2.12318 -0.54704
H -3.90603 2.75660 0.61470
H -1.99497 1.35920 0.53762
C -3.50684 -2.25421 1.88796
N -2.15411 -1.76355 2.12694
C -1.10025 -2.74762 1.90445
C -1.90370 -0.54561 2.63566
N -0.77999 0.12159 2.34929
N -2.83155 0.01107 3.45012
C -2.86830 1.44555 3.67682
C -3.57917 -0.77853 4.42571
H -3.52194 -2.72814 0.90574
H -4.21448 -1.42884 1.88917
H -3.80622 -2.99662 2.63019
H -1.32570 -3.63352 2.50315
H -0.15050 -2.33539 2.22316
H -1.04573 -3.03580 0.85602
H -0.62159 0.82660 3.05942
H -2.54672 1.97884 2.78432
H -2.24525 1.74406 4.52707
H -3.89496 1.73587 3.89747
H -3.24241 -1.81000 4.41577
H -4.65076 -0.74640 4.22575
H -3.39758 -0.37198 5.42189
*
```

Output
Calculated total energy = -82541.0188 eV
Kohn-Sham gap = 7.79 eV
Energy above the lowest of the compared OMol25 structures with the same formula, charge and spin = 22.8 kcal/mol

Question: Which of these has the lowest calculated total energy?
Answer: C41H59BrN6O2SSi2Ti